Record 1
Computed, not measured: a structure of composition C26H29BrCeN6O6S in a non-equilibrium geometry, with ωB97M-V/def2-TZVPD.

As for the HOMO energy (spin up / spin down): -0.3975 / -0.4170 Ha. The value obtained for the frontier orbital gap (spin up / spin down) is 8.034 / 8.565 eV. As for the net charge: +1. As for the LUMO energy (spin up / spin down): -0.1023 / -0.1022 hartree. The value obtained for the total energy is -142462.6033 eV. Its multiplicity is 2.

CARTESIAN COORDINATES (ANGSTROEM)
1 Ce 0.3563 0.5010 -0.7536
2 O -5.7104 -1.0392 0.4170
3 C -4.4051 -0.7888 0.3317
4 C -3.4672 -1.7870 0.0287
5 C -2.1491 -1.4106 -0.1587
6 N -1.7656 -0.1376 -0.0470
7 C -2.6191 0.8016 0.3720
8 C -3.9595 0.5249 0.5581
9 C -1.8721 2.1371 0.6409
10 O -2.4940 3.1668 0.8006
11 O -0.5990 2.0001 0.6353
12 C -0.9248 -2.2992 -0.4886
13 O -1.0718 -3.4134 -0.9528
14 O 0.1934 -1.7024 -0.2835
15 H -5.9180 -1.9688 0.2419
16 H -3.7611 -2.8233 -0.0497
17 H -4.6552 1.2895 0.8652
18 C 0.6311 0.3893 -4.2539
19 N 0.2123 -0.5072 -3.1279
20 C -1.1164 -1.0834 -3.5272
21 N -1.0543 -1.7768 -4.7892
22 C -0.6188 -0.8584 -5.8322
23 N 0.6930 -0.2995 -5.5206
24 C 1.6394 -1.4037 -5.4221
25 N 1.2426 -2.3403 -4.3796
26 C 1.1874 -1.6515 -3.1141
27 C -0.0868 -2.8644 -4.6791
28 H 1.6246 0.8004 -4.0214
29 H -0.0941 1.2081 -4.3321
30 H -1.8438 -0.2642 -3.5961
31 H -1.4423 -1.7974 -2.7655
32 H -1.3448 -0.0478 -5.9325
33 H -0.5504 -1.3971 -6.7786
34 H 2.6316 -1.0094 -5.1909
35 H 1.6788 -1.9201 -6.3814
36 H 2.1828 -1.2474 -2.8813
37 H 0.8943 -2.3717 -2.3410
38 H -0.3927 -3.5384 -3.8746
39 H -0.0489 -3.4142 -5.6203
40 C 4.4088 -4.8589 -2.0234
41 C 4.1131 -3.5216 -1.4340
42 C 3.2876 -3.4054 -0.3184
43 C 3.0187 -2.1689 0.2370
44 C 3.5743 -1.0297 -0.3298
45 C 4.3740 -1.1204 -1.4620
46 C 4.6373 -2.3634 -2.0046
47 S 3.1481 0.5481 0.4068
48 C 4.8189 1.2810 0.4292
49 O 2.4391 1.2421 -0.7474
50 H 4.5415 -5.6009 -1.2395
51 H 5.3071 -4.8276 -2.6348
52 H 3.5720 -5.1726 -2.6493
53 H 2.8571 -4.2903 0.1208
54 H 2.4004 -2.0891 1.1200
55 H 4.7866 -0.2344 -1.9196
56 H 5.2594 -2.4324 -2.8846
57 H 5.1258 1.5139 -0.5846
58 H 5.5066 0.5770 0.8871
59 H 4.7821 2.1898 1.0206
60 Br -2.6859 6.3527 -0.9840
61 C -1.8487 4.7752 -1.5261
62 C -0.4729 4.6198 -1.3956
63 C 0.0937 3.4126 -1.7572
64 N -0.6133 2.3595 -2.2073
65 C -1.9336 2.5472 -2.3611
66 C -2.5862 3.7283 -2.0683
67 H 0.1386 5.4171 -1.0048
68 H 1.1727 3.2710 -1.6893
69 H -2.4936 1.7047 -2.7564
70 H -3.6494 3.8201 -2.2019

Force components x, y, z for each atom (eV/Å):
-0.46 0.04 -1.09
-0.30 -0.01 0.17
0.69 0.04 -0.20
0.29 0.02 -0.11
0.23 0.09 0.03
-1.68 -0.61 1.03
0.12 0.10 0.04
0.05 0.02 -0.10
-1.46 0.33 0.28
-0.09 -0.28 0.21
0.42 -0.07 0.35
-1.12 -0.87 -0.03
-0.11 0.10 0.13
0.17 -0.15 0.25
0.14 0.16 0.04
0.04 -0.12 -0.10
-0.01 0.12 0.05
-0.09 0.28 0.07
-0.07 -0.35 -0.67
-0.11 0.06 0.22
-0.39 -0.15 -0.14
-0.04 0.08 -0.05
0.19 0.18 -0.23
0.07 -0.01 -0.05
0.38 -0.27 -0.01
0.06 -0.18 0.20
0.01 -0.12 0.02
-0.20 -0.02 0.01
0.22 -0.16 0.10
0.14 -0.09 0.02
0.05 0.16 -0.10
0.01 -0.03 0.00
-0.07 0.04 0.01
0.01 0.00 -0.02
0.04 -0.03 0.00
-0.18 -0.06 0.01
0.07 0.27 -0.12
0.01 0.01 -0.08
-0.04 0.00 0.01
-0.03 -0.10 -0.04
-0.18 0.09 0.15
0.15 0.03 -0.15
0.12 0.14 0.23
-0.20 0.01 0.61
0.09 0.06 -0.07
-0.03 0.27 0.06
2.43 -0.97 -0.23
-0.45 0.15 0.37
1.65 1.42 -0.12
0.00 -0.09 -0.01
0.01 -0.05 -0.05
0.02 -0.07 -0.05
-0.07 -0.13 0.08
-0.08 -0.04 0.00
0.06 0.09 -0.09
0.09 -0.04 -0.07
-0.15 -0.08 -0.15
-0.06 -0.14 0.07
-0.08 0.11 0.04
0.02 -0.04 -0.03
0.22 -0.33 -0.25
-0.10 0.01 -0.10
-0.11 0.07 -0.30
-0.28 0.85 -0.07
0.03 0.01 -0.29
0.20 0.16 0.07
0.06 0.04 0.02
-0.16 0.04 0.14
-0.01 0.04 0.10
-0.16 -0.05 -0.03

Record 2
Computed, not measured: a structure of composition C31H46Br63GaO2PS2 in a non-equilibrium geometry, with ωB97M-V/def2-TZVPD.

As for the HOMO energy: -0.1779 Ha. The value obtained for the frontier orbital gap is 5.200 eV. As for the net charge: -1. As for the LUMO energy: 0.0132 hartree. The value obtained for the total energy is -4532993.1869 eV. Its multiplicity is 1.

CARTESIAN COORDINATES (ANGSTROEM)
1 C -6.5855 3.3095 -4.5514
2 C -5.3099 2.6420 -5.1863
3 O -4.1857 3.4391 -4.8138
4 C -3.3536 2.7196 -3.9004
5 C -1.9454 3.3944 -3.7272
6 C -0.9796 2.2589 -3.2331
7 C -0.4021 2.4525 -1.7881
8 C -0.6813 1.2598 -0.8080
9 Ga -0.1591 -0.6136 -1.4814
10 O -1.7385 -1.6892 -1.5353
11 C 1.0652 -1.4419 -0.0141
12 C 1.5211 -2.8473 -0.5457
13 C 2.1076 -3.8412 0.5279
14 S 1.2382 -3.8679 2.1511
15 P 0.8851 -0.6555 -3.5963
16 S 1.5117 -2.4485 -4.1404
17 H -7.5123 2.7609 -4.8188
18 H -6.4433 3.3493 -3.4498
19 H -6.6365 4.3518 -4.9262
20 H -5.2574 1.6030 -4.8038
21 H -5.4040 2.6719 -6.2955
22 H -3.2026 1.6991 -4.3118
23 H -3.7963 2.6877 -2.8737
24 H -1.5930 3.7654 -4.7178
25 H -1.9534 4.2149 -2.9832
26 H -0.1030 2.2043 -3.9247
27 H -1.4503 1.2521 -3.2714
28 H -0.9119 3.3568 -1.3524
29 H 0.6850 2.6926 -1.7649
30 H -1.7499 1.2370 -0.4708
31 H -0.0941 1.4517 0.1280
32 H -2.1367 -1.5677 -0.6715
33 H 0.4339 -1.4751 0.8970
34 H 1.9471 -0.7667 0.1304
35 H 2.3498 -2.6483 -1.2664
36 H 0.7051 -3.3119 -1.1440
37 H 3.1905 -3.6627 0.7065
38 H 2.0143 -4.8703 0.1057
39 H 0.0121 -4.4134 1.8769
40 H -0.1319 -0.2940 -4.5514
41 H 1.8954 0.3515 -3.7652
42 C -2.9243 1.2533 -8.6132
43 Br -2.1319 1.6266 -6.8933
44 Br -1.6496 0.4686 -9.8440
45 Br -4.5172 0.1713 -8.4448
46 H -3.2298 2.2042 -9.0358
47 C 2.0659 -1.7507 5.7284
48 Br 1.1895 -0.1493 6.3682
49 Br 3.5523 -1.3412 4.5633
50 Br 2.5860 -2.9098 7.1880
51 H 1.3403 -2.2948 5.1333
52 C -3.2560 0.1594 -12.8605
53 Br -4.7251 -0.9720 -13.4207
54 Br -2.2174 0.7973 -14.3666
55 Br -3.8363 1.6162 -11.7288
56 H -2.5952 -0.4528 -12.2563
57 C -0.1670 3.4537 7.8047
58 Br -1.4614 2.1212 7.2630
59 Br 0.9487 4.0143 6.3273
60 Br -1.0069 4.9587 8.6831
61 H 0.4832 2.9846 8.5333
62 C 3.5115 -3.8961 11.4879
63 Br 2.7559 -2.1140 11.4941
64 Br 2.1947 -5.2320 11.0091
65 Br 5.0865 -4.0063 10.3687
66 H 3.8288 -4.1106 12.5033
67 C 5.0875 1.2638 1.7599
68 Br 4.6488 -0.3904 0.8592
69 Br 6.9933 1.6011 1.7294
70 Br 4.0753 2.7560 1.0580
71 H 4.8018 1.1469 2.7990
72 C -2.7529 5.1863 -8.4402
73 Br -2.7218 4.2833 -6.7289
74 Br -2.0973 7.0029 -8.3075
75 Br -1.8001 4.1768 -9.7889
76 H -3.7875 5.2440 -8.7559
77 C -3.3410 -1.7771 7.0202
78 Br -2.5418 -1.3547 8.7330
79 Br -2.0650 -2.5748 5.8050
80 Br -4.9141 -2.8813 7.2339
81 H -3.6625 -0.8422 6.5771
82 C -6.0628 -3.5815 -10.0005
83 Br -6.5121 -5.1998 -10.9632
84 Br -4.1562 -3.2621 -9.9947
85 Br -7.0437 -2.0516 -10.6652
86 H -6.3633 -3.7290 -8.9702
87 C 2.3009 4.2712 11.7894
88 Br 1.0016 2.9390 11.2614
89 Br 3.4102 4.8170 10.3019
90 Br 1.4639 5.7855 12.6549
91 H 2.9533 3.8059 12.5205
92 C -3.7962 -6.7502 8.9445
93 Br -3.4495 -7.9491 10.4218
94 Br -2.5381 -5.2830 8.9164
95 Br -3.8620 -7.6833 7.2509
96 H -4.7774 -6.3207 9.1099
97 C -3.9778 -3.5928 12.2771
98 Br -5.1448 -5.1247 12.4809
99 Br -4.5545 -2.1024 13.3687
100 Br -2.1280 -4.0520 12.6093
101 H -4.0462 -3.2756 11.2422
102 C 11.1648 1.9746 2.6174
103 Br 10.4549 0.2838 3.2395
104 Br 10.7126 2.3016 0.7638
105 Br 10.6265 3.4439 3.7572
106 H 12.2446 1.9082 2.6732
107 C -2.3647 -4.3327 -15.3515
108 Br -2.2781 -2.4343 -15.7084
109 Br -3.5320 -4.6991 -13.8558
110 Br -2.8551 -5.3702 -16.9114
111 H -1.3632 -4.6367 -15.0699
112 C 8.0499 -2.8113 2.0168
113 Br 8.8784 -2.4669 3.7331
114 Br 9.2739 -3.6757 0.7925
115 Br 6.4000 -3.8020 2.2071
116 H 7.7958 -1.8476 1.5876
117 C 3.5630 -4.1537 -7.4395
118 Br 3.1263 -5.7891 -8.3823
119 Br 5.4665 -3.8028 -7.4608
120 Br 2.5494 -2.6507 -8.1036
121 H 3.2756 -4.2952 -6.4030
122 C -0.9432 -7.1521 -11.2039
123 Br -2.0457 -8.6902 -10.8010
124 Br -0.2407 -7.2247 -13.0082
125 Br -1.8792 -5.4940 -10.8662
126 H -0.0946 -7.1834 -10.5309
127 C -3.4951 5.1441 -0.3199
128 Br -4.1442 3.4192 0.2668
129 Br -4.0038 5.5119 -2.1493
130 Br -4.0400 6.5645 0.8790
131 H -2.4121 5.1019 -0.2922
132 C 5.8201 4.4804 14.3515
133 Br 4.7609 2.9229 14.7990
134 Br 6.5398 4.3646 12.5600
135 Br 4.8294 6.1195 14.6252
136 H 6.6623 4.5004 15.0322
137 C 4.5415 -2.8988 15.6215
138 Br 3.7868 -1.1171 15.6288
139 Br 3.2250 -4.2367 15.1442
140 Br 6.1160 -3.0073 14.5016
141 H 4.8574 -3.1132 16.6350
142 C -2.3873 11.4138 -7.7383
143 Br -2.3609 10.5040 -6.0315
144 Br -1.7259 13.2273 -7.5971
145 Br -1.4429 10.4109 -9.0973
146 H -3.4225 11.4759 -8.0505

Force components x, y, z for each atom (eV/Å):
0.78 -0.09 -0.30
-1.62 0.95 0.30
-0.16 -1.22 0.96
1.04 0.57 0.63
-0.08 -1.41 -0.29
1.12 0.16 0.18
-0.96 0.27 0.91
0.29 0.40 -0.03
-0.29 0.07 1.90
0.66 0.35 -0.43
0.16 -0.11 -1.29
0.45 0.76 0.66
-0.89 -0.57 -1.25
0.03 -0.09 0.26
-0.57 -0.20 -0.65
0.50 -0.48 -0.21
0.52 0.32 0.22
-0.26 -0.09 -0.64
-0.14 -0.56 0.22
0.36 0.47 -0.45
0.19 -0.25 0.62
-0.14 0.51 0.49
-0.03 -0.32 -0.75
-0.15 -0.11 1.04
0.00 -0.48 -0.79
-0.67 -0.01 0.31
0.05 0.69 -0.01
0.47 -0.40 -0.34
-0.65 -0.24 -0.30
0.63 0.11 -0.49
-0.35 -0.22 -0.63
-0.12 -0.02 0.11
0.49 -0.07 -0.39
-0.76 -0.58 0.20
-0.61 -0.32 0.32
0.52 0.04 0.63
-0.80 0.05 0.30
0.30 0.65 0.39
0.79 0.26 -0.37
0.63 0.37 0.30
-0.51 -0.11 -0.07
-0.02 -0.16 0.38
0.78 -3.65 -0.51
0.61 -0.34 0.94
0.14 0.11 0.09
0.03 -0.14 0.01
0.00 0.01 -0.02
0.11 -0.21 -0.08
-0.14 -0.09 0.13
-0.03 0.16 -0.14
0.09 0.06 -0.01
-0.13 -0.05 0.02
0.21 0.39 0.15
-0.17 0.10 0.22
-0.74 0.20 -1.13
-0.06 0.03 -0.05
0.04 0.08 -0.10
0.14 0.25 0.09
-0.20 -0.09 0.21
0.09 -0.18 -0.17
-0.05 0.06 -0.07
0.04 0.03 -0.01
0.11 -0.28 -0.02
0.16 0.23 0.05
-0.27 0.03 0.11
-0.05 0.04 -0.20
-0.08 -0.09 -0.04
0.16 0.27 0.14
-0.15 -0.03 -0.02
0.17 -0.24 0.07
0.01 0.02 -0.10
0.25 0.14 0.51
-1.04 3.96 -1.60
-0.05 -0.13 -0.16
0.13 0.33 -0.14
0.10 0.00 0.00
0.13 -0.10 -0.03
-0.06 -0.11 -0.16
-0.21 0.08 0.22
0.08 0.16 -0.07
0.01 -0.09 0.06
0.04 0.02 -0.05
0.10 0.23 0.07
-0.36 0.15 0.01
0.10 -0.24 0.13
0.04 0.00 -0.10
0.09 0.08 -0.04
0.17 0.09 0.18
-0.29 -0.06 0.14
0.03 -0.22 -0.19
-0.07 0.04 -0.06
0.00 0.06 -0.01
0.02 0.07 -0.22
-0.06 -0.24 0.02
0.05 0.14 0.26
0.09 -0.05 -0.01
0.07 0.00 -0.02
0.16 0.24 -0.02
0.08 -0.22 -0.13
-0.27 0.08 0.00
0.02 -0.04 0.07
0.06 -0.04 0.07
0.12 0.50 -0.27
0.00 -0.06 0.28
0.03 -0.19 -0.17
-0.11 0.05 -0.02
-0.03 0.04 0.06
0.05 -0.40 -0.10
0.03 0.05 -0.40
0.05 0.18 0.18
-0.13 -0.05 0.01
-0.12 0.00 -0.10
-0.26 -0.39 -0.07
-0.16 0.11 0.21
0.29 0.14 0.02
0.02 -0.06 0.06
-0.13 0.21 0.08
0.08 0.16 0.06
-0.24 -0.08 -0.05
0.19 -0.27 0.02
0.00 0.06 -0.08
0.01 0.14 0.07
0.13 0.23 -0.11
-0.12 0.00 0.17
0.28 -0.56 0.10
-0.07 -0.02 -0.09
-0.02 -0.02 -0.05
0.08 0.27 -0.12
-0.33 0.24 0.47
0.04 -0.18 -0.14
-0.10 -0.02 0.01
0.06 0.08 -0.04
0.09 0.18 -0.11
-0.14 0.00 0.30
0.14 -0.26 -0.08
-0.10 -0.03 -0.05
0.03 0.06 -0.01
0.08 -0.27 -0.05
0.15 0.20 0.10
-0.29 0.01 0.07
-0.04 0.01 -0.10
0.03 -0.05 0.05
0.03 0.13 -0.27
-0.06 -0.24 -0.01
-0.08 0.22 0.20
0.11 0.00 0.02

Record 3
Computed, not measured: the molecule C4H5FOS in a non-equilibrium geometry, with ωB97M-V/def2-TZVPD.

As for the HOMO energy: -0.3209 Ha. The value obtained for the frontier orbital gap is 9.459 eV. Its structure (SMILES) is F[C@@H]1[C@@H]2OCS[C@@H]12. As for the LUMO energy: 0.0267 hartree. The value obtained for the total energy is -19824.5332 eV. Its multiplicity is 1.

CARTESIAN COORDINATES (ANGSTROEM)
1 F 1.2010 -1.0912 -2.3384
2 C 0.9654 -1.1302 -0.9510
3 C -0.3118 -0.6906 -0.2147
4 O -1.3082 0.3036 -0.2094
5 C -1.0786 1.0543 0.9881
6 S 0.8317 0.8492 1.3771
7 C 0.9447 0.1995 -0.3659
8 H 1.4218 -1.9932 -0.5026
9 H -0.4019 -1.2970 0.6081
10 H -1.2217 2.1666 0.9050
11 H -1.6369 0.7100 1.8267
12 H 0.5945 0.9188 -1.1230

Force components x, y, z for each atom (eV/Å):
-0.34 -0.35 1.44
-0.52 0.66 -2.52
0.61 1.50 -2.42
-1.27 -0.01 -0.10
1.81 1.11 -0.44
-0.02 0.26 -1.46
-0.35 0.49 3.00
-0.03 -0.26 0.13
0.06 -1.33 1.97
-0.21 -1.24 -0.63
-0.41 -0.62 0.60
0.66 -0.21 0.42

Question: The lowest total energy belongs to which entry?
Answer: C31H46Br63GaO2PS2

Question: Look up the total energy of the second one.
Answer: -4532993.1869 eV